Record 1
Density functional theory data (the ωB97M-V functional and the def2-TZVPD basis) for 2 unconnected molecules or ions with the total composition C4H12 at a distorted geometry.

Results
- Charge: 0
- ΔE to the lowest compared entry with this formula, charge and spin: 21.51 kcal/mol
- SMILES: CC.CC
- Calculated total energy: -159.55069 Ha
- Maximum force: 4.098 eV/Å

```
16
C4H12 the ωB97M-V functional and the def2-TZVPD basis
C -1.1860 0.4148 2.2365
C -1.9412 -0.7937 1.6071
H -1.7615 1.3808 2.2305
H -0.6657 0.3117 3.1906
H -0.2678 0.5396 1.6191
H -2.8441 -1.2115 1.9382
H -2.0403 -0.7559 0.5339
H -1.2120 -1.5945 1.7212
C 0.9438 -0.0007 -1.5358
C 2.1512 0.3809 -2.2908
H 0.0620 0.6368 -1.8259
H 0.5825 -1.0345 -1.7363
H 0.9576 0.3566 -0.4017
H 2.9684 -0.3856 -2.0757
H 1.9021 0.3544 -3.3237
H 2.5124 1.3943 -1.9719
```

Table of Löwdin atomic charges, one value per atom, all in e:
1 C -0.157
2 C -0.156
3 H 0.071
4 H 0.054
5 H 0.041
6 H 0.034
7 H 0.050
8 H 0.058
9 C -0.231
10 C -0.210
11 H 0.068
12 H 0.072
13 H 0.089
14 H 0.088
15 H 0.047
16 H 0.082



Record 2
Density functional theory data (the ωB97M-V functional and the def2-TZVPD basis) for 2 unconnected molecules or ions with the total composition C4H12.

Results
- Charge: 0
- ΔE to the lowest compared entry with this formula, charge and spin: 2.20 kcal/mol
- SMILES: CC.CC
- Calculated total energy: -159.58146 Ha
- Maximum force: 0.728 eV/Å

```
16
C4H12 the ωB97M-V functional and the def2-TZVPD basis
C -1.6756 1.4582 0.3059
C -0.2771 2.0781 0.4458
H -2.0314 1.0985 1.2726
H -2.4064 2.1692 -0.0778
H -1.6440 0.5904 -0.3507
H -0.2407 3.0140 0.9966
H 0.1428 2.2826 -0.5290
H 0.3088 1.3603 1.0153
C 0.4403 -2.2965 -0.4571
C 1.5072 -1.2239 -0.2990
H 0.5819 -3.1128 0.2504
H -0.5529 -1.8515 -0.4244
H 0.5285 -2.7633 -1.4400
H 1.5440 -0.7549 0.6869
H 2.5257 -1.6021 -0.4215
H 1.3434 -0.4102 -1.0053
```

Table of Löwdin atomic charges, one value per atom, all in e:
1 C -0.163
2 C -0.166
3 H 0.061
4 H 0.058
5 H 0.048
6 H 0.058
7 H 0.057
8 H 0.046
9 C -0.164
10 C -0.181
11 H 0.062
12 H 0.051
13 H 0.061
14 H 0.052
15 H 0.062
16 H 0.058



Record 3
Density functional theory data (the ωB97M-V functional and the def2-TZVPD basis) for 2 unconnected molecules or ions with the total composition C4H12 at a distorted geometry.

Results
- Charge: 0
- ΔE to the lowest compared entry with this formula, charge and spin: 16.05 kcal/mol
- SMILES: CC.CC
- Calculated total energy: -159.55940 Ha
- Maximum force: 1.993 eV/Å

```
16
C4H12 the ωB97M-V functional and the def2-TZVPD basis
C 1.9251 2.1453 0.5601
C 0.5011 1.6149 0.7968
H 2.4348 1.3554 -0.0027
H 2.0616 3.0696 0.0089
H 2.5338 1.9955 1.4536
H -0.2132 2.2426 1.3142
H 0.6620 0.7433 1.4515
H 0.1730 1.0551 -0.0727
C -1.8529 -1.6370 -0.2952
C -0.6100 -2.0965 -1.0760
H -2.5266 -2.4769 -0.1093
H -1.5208 -1.4389 0.7233
H -2.4065 -0.7950 -0.6854
H -0.5551 -1.4946 -1.9879
H -0.7485 -3.0994 -1.4643
H 0.3401 -2.0175 -0.5527
```

Table of Löwdin atomic charges, one value per atom, all in e:
1 C -0.171
2 C -0.168
3 H 0.058
4 H 0.059
5 H 0.058
6 H 0.059
7 H 0.061
8 H 0.047
9 C -0.169
10 C -0.169
11 H 0.057
12 H 0.052
13 H 0.058
14 H 0.058
15 H 0.053
16 H 0.057



Record 4
Density functional theory data (the ωB97M-V functional and the def2-TZVPD basis) for 2 unconnected molecules or ions with the total composition C4H12 at a distorted geometry.

Results
- Charge: 0
- ΔE to the lowest compared entry with this formula, charge and spin: 6.30 kcal/mol
- SMILES: CC.CC
- Calculated total energy: -159.57494 Ha
- Maximum force: 1.413 eV/Å

```
16
C4H12 the ωB97M-V functional and the def2-TZVPD basis
C -1.0551 -1.9569 0.0988
C 0.1776 -2.5316 0.8436
H -1.4919 -2.7680 -0.4723
H -1.7781 -1.5264 0.7742
H -0.6632 -1.1554 -0.5217
H 0.2933 -2.0956 1.8402
H 1.0881 -2.2868 0.3068
H 0.1770 -3.6127 0.9513
C 0.5391 1.7773 -1.1075
C 0.2632 2.7299 0.0775
H -0.2046 1.8956 -1.8839
H 1.5560 1.9029 -1.4492
H 0.4984 0.7658 -0.7054
H 0.8066 3.6705 0.0093
H -0.8024 2.9141 0.2180
H 0.5962 2.2773 1.0202
```

Table of Löwdin atomic charges, one value per atom, all in e:
1 C -0.148
2 C -0.167
3 H 0.059
4 H 0.055
5 H 0.035
6 H 0.059
7 H 0.052
8 H 0.054
9 C -0.152
10 C -0.167
11 H 0.060
12 H 0.057
13 H 0.034
14 H 0.055
15 H 0.058
16 H 0.059



Record 5
Density functional theory data (the ωB97M-V functional and the def2-TZVPD basis) for 2 unconnected molecules or ions with the total composition C4H12 at a distorted geometry.

Results
- Charge: 0
- ΔE to the lowest compared entry with this formula, charge and spin: 5.12 kcal/mol
- SMILES: CC.CC
- Calculated total energy: -159.57682 Ha
- Maximum force: 1.045 eV/Å

```
16
C4H12 the ωB97M-V functional and the def2-TZVPD basis
C 0.9774 -0.5144 -2.5658
C -0.1791 0.2401 -1.9050
H 0.6401 -1.4795 -2.9485
H 1.3132 0.0437 -3.4399
H 1.8042 -0.6727 -1.8843
H -1.0764 0.1377 -2.5273
H -0.3995 -0.1245 -0.9066
H -0.0065 1.3155 -1.9132
C 0.3316 -0.1306 2.4841
C -1.0617 0.4035 2.0634
H 0.2994 -0.6848 3.4188
H 0.6481 -0.8637 1.7459
H 1.0289 0.7014 2.5005
H -1.8546 0.0531 2.7348
H -1.1439 1.4862 2.0834
H -1.3212 0.0891 1.0596
```

Table of Löwdin atomic charges, one value per atom, all in e:
1 C -0.168
2 C -0.165
3 H 0.060
4 H 0.060
5 H 0.056
6 H 0.065
7 H 0.033
8 H 0.062
9 C -0.153
10 C -0.163
11 H 0.056
12 H 0.051
13 H 0.058
14 H 0.060
15 H 0.057
16 H 0.031



Record 6
Density functional theory data (the ωB97M-V functional and the def2-TZVPD basis) for 2 unconnected molecules or ions with the total composition C4H12 at a distorted geometry.

Results
- Charge: 0
- ΔE to the lowest compared entry with this formula, charge and spin: 8.73 kcal/mol
- SMILES: CC.CC
- Calculated total energy: -159.57106 Ha
- Maximum force: 1.821 eV/Å

```
16
C4H12 the ωB97M-V functional and the def2-TZVPD basis
C -1.2878 0.6315 -0.6286
C -2.5788 1.2601 -0.1279
H -0.3663 1.0639 -0.2533
H -1.2274 -0.4204 -0.3573
H -1.3685 0.6949 -1.6958
H -3.4957 0.8061 -0.4903
H -2.5844 2.3470 -0.2796
H -2.6521 1.2898 0.9572
C 1.8854 -0.8489 -0.3868
C 1.9757 -1.0626 1.1352
H 2.6952 -1.2856 -0.9445
H 1.0097 -1.3466 -0.8086
H 1.7924 0.2004 -0.6385
H 1.5796 -0.1641 1.5900
H 3.0339 -1.1680 1.4011
H 1.5890 -1.9975 1.5277
```

Table of Löwdin atomic charges, one value per atom, all in e:
1 C -0.172
2 C -0.176
3 H 0.053
4 H 0.059
5 H 0.059
6 H 0.063
7 H 0.064
8 H 0.055
9 C -0.175
10 C -0.155
11 H 0.052
12 H 0.052
13 H 0.051
14 H 0.055
15 H 0.059
16 H 0.059



Record 7
Density functional theory data (the ωB97M-V functional and the def2-TZVPD basis) for 2 unconnected molecules or ions with the total composition C4H12 at a distorted geometry.

Results
- Charge: 0
- ΔE to the lowest compared entry with this formula, charge and spin: 8.97 kcal/mol
- SMILES: CC.CC
- Calculated total energy: -159.57067 Ha
- Maximum force: 1.648 eV/Å

```
16
C4H12 the ωB97M-V functional and the def2-TZVPD basis
C -1.1932 -1.2596 0.0959
C -2.4082 -2.0840 -0.4183
H -1.6299 -0.5900 0.8066
H -0.4803 -1.9278 0.5412
H -0.7715 -0.6252 -0.6808
H -2.6999 -1.7602 -1.4113
H -3.2600 -2.0087 0.2564
H -2.2511 -3.1663 -0.3346
C 2.0361 1.5710 0.8859
C 1.5638 1.7658 -0.5477
H 1.2053 1.4072 1.5760
H 2.7540 0.7634 1.0343
H 2.4995 2.4508 1.3405
H 1.5453 0.8124 -1.0715
H 0.5912 2.2587 -0.5610
H 2.2265 2.4584 -1.0643
```

Table of Löwdin atomic charges, one value per atom, all in e:
1 C -0.153
2 C -0.165
3 H 0.048
4 H 0.055
5 H 0.051
6 H 0.056
7 H 0.053
8 H 0.058
9 C -0.181
10 C -0.171
11 H 0.056
12 H 0.060
13 H 0.058
14 H 0.056
15 H 0.062
16 H 0.057



Record 8
Density functional theory data (the ωB97M-V functional and the def2-TZVPD basis) for 2 unconnected molecules or ions with the total composition C4H12 at a distorted geometry.

Results
- Charge: 0
- ΔE to the lowest compared entry with this formula, charge and spin: 15.17 kcal/mol
- SMILES: CC.CC
- Calculated total energy: -159.56079 Ha
- Maximum force: 2.787 eV/Å

```
16
C4H12 the ωB97M-V functional and the def2-TZVPD basis
C -0.5588 1.9131 -0.8237
C 0.3209 2.8265 0.0197
H -0.0698 0.8680 -0.8468
H -1.5859 1.8377 -0.4295
H -0.6423 2.2703 -1.8399
H -0.2765 3.7203 0.4010
H 1.1682 3.1696 -0.6303
H 0.7738 2.2368 0.8442
C 0.0394 -1.6877 0.0425
C 0.2175 -2.9790 0.8129
H 0.6582 -1.0174 0.5680
H 0.4722 -1.8066 -1.0070
H -1.0299 -1.3256 -0.0164
H -0.3536 -3.7114 0.1861
H -0.3868 -2.9438 1.6659
H 1.2535 -3.3706 1.0535
```

Table of Löwdin atomic charges, one value per atom, all in e:
1 C -0.195
2 C -0.190
3 H 0.063
4 H 0.064
5 H 0.049
6 H 0.081
7 H 0.069
8 H 0.060
9 C -0.208
10 C -0.191
11 H 0.029
12 H 0.089
13 H 0.088
14 H 0.071
15 H 0.031
16 H 0.091